(1)
This record from the Open Molecules 2025 dataset describes a molecular structure, C27H24Cl5CrN6O4. The level of theory is ωB97M-V/def2-TZVPD.

Computed properties:
Multiplicity = 2
E = -5018.2399 a.u.
Net charge = 0
E_HOMO (alpha / beta) = -7.961 / -7.957 eV
ΔE to the lowest compared entry with this formula, charge and spin = 0.000 eV

Geometry as XYZ:
```
67
Properties=species:S:1:pos:R:3:forces:R:3:nbo_charge:R:1
Cr 0.0784 -0.5130 -0.1336 1.073 -2.405 -0.177 1.125
C 3.0003 -2.9643 2.1199 -0.015 -0.296 -0.363 -0.242
O 2.8903 -2.2390 3.3248 -0.240 0.234 0.150 -0.513
C 2.4130 -0.9611 3.3607 -0.041 0.110 -0.079 0.304
C 2.7110 -0.2890 4.5362 -0.188 0.047 -0.294 -0.231
C 2.2298 0.9879 4.7944 0.038 -0.084 0.013 -0.240
C 1.4428 1.6107 3.8609 -0.063 -0.056 -0.218 -0.168
C 1.1256 0.9846 2.6418 0.841 -0.993 0.628 -0.207
C 0.2887 1.6983 1.7462 -0.691 -0.022 -1.097 0.125
N -0.1650 1.2435 0.6114 0.801 0.337 1.903 -0.316
N -0.9999 2.0601 -0.0631 -1.050 1.295 -1.059 -0.413
C -1.5142 1.4584 -1.1076 0.393 0.834 1.125 0.555
O -1.2208 0.2420 -1.3856 0.465 -0.927 -0.313 -0.689
C -2.4188 2.2357 -1.9671 -0.244 0.047 -0.162 -0.062
C -3.1255 3.3104 -1.4318 0.060 -0.107 -0.007 -0.171
C -3.9705 4.0508 -2.2347 -0.012 0.118 0.010 -0.217
C -4.0979 3.7439 -3.5806 -0.063 -0.022 -0.011 -0.193
C -3.3944 2.6777 -4.1157 -0.021 0.069 -0.160 -0.216
C -2.5639 1.9181 -3.3142 0.110 -0.127 0.196 -0.187
C 1.6134 -0.3354 2.3581 0.168 1.081 1.613 0.291
O 1.3282 -0.9378 1.2468 -0.842 0.136 -2.020 -0.667
H 3.3491 -3.9509 2.4221 0.048 0.045 -0.081 0.192
H 3.7413 -2.5083 1.4547 -0.064 -0.021 -0.013 0.167
H 2.0483 -3.0625 1.5924 0.176 0.009 0.103 0.195
H 3.3169 -0.8059 5.2619 0.095 -0.116 0.084 0.226
H 2.4714 1.4671 5.7295 -0.004 0.094 0.076 0.218
H 1.0342 2.5891 4.0568 -0.025 0.190 0.004 0.209
H -0.0274 2.6974 2.0364 -0.039 -0.027 -0.129 0.213
H -3.0046 3.5411 -0.3856 0.002 0.039 0.087 0.233
H -4.5255 4.8756 -1.8111 -0.036 0.045 0.013 0.216
H -4.7535 4.3289 -4.2089 -0.038 0.044 -0.050 0.215
H -3.4864 2.4420 -5.1652 -0.036 -0.037 -0.088 0.216
H -2.0204 1.0816 -3.7303 0.018 -0.081 0.015 0.221
Cl -4.6284 -5.7545 0.0965 -0.083 -0.109 0.028 0.056
C -3.2466 -4.7784 -0.1866 0.116 0.193 0.005 -0.127
C -3.0368 -3.6280 0.5715 -0.025 -0.146 -0.145 -0.080
Cl -4.1371 -3.1898 1.8104 -0.091 0.062 0.136 0.062
C -1.9419 -2.8237 0.3107 0.281 -0.675 -0.695 -0.103
Cl -1.6629 -1.3751 1.1877 -0.647 0.391 0.775 0.206
C -0.9931 -3.1133 -0.6977 -1.371 -1.037 0.482 0.331
O 0.0093 -2.3566 -0.9239 0.944 1.557 -0.336 -0.692
C -1.2332 -4.3009 -1.4373 0.112 0.404 0.183 -0.126
Cl -0.1182 -4.6953 -2.6779 0.226 0.034 -0.148 0.045
C -2.3339 -5.1035 -1.1956 -0.142 0.066 0.189 -0.058
Cl -2.5920 -6.5042 -2.1518 -0.028 -0.090 -0.024 0.065
C 1.1221 -0.2784 -2.8930 -0.538 -0.078 -0.600 -0.088
N 2.1557 -0.0361 -3.8719 -0.070 -0.064 -0.298 -0.458
C 3.2656 -0.9447 -3.6177 0.092 -0.069 -0.070 -0.075
N 3.8049 -0.7396 -2.2776 0.198 -0.217 0.039 -0.458
C 2.7542 -0.9707 -1.3098 0.462 -0.497 0.368 -0.090
N 1.6006 -0.0614 -1.5043 -0.155 0.006 0.118 -0.464
C 2.1158 1.3242 -1.4209 -0.017 0.596 0.221 -0.077
N 3.1582 1.5752 -2.3934 0.085 0.292 0.057 -0.458
C 2.6203 1.3366 -3.7291 0.041 0.114 -0.118 -0.076
C 4.2537 0.6415 -2.1597 0.159 0.024 0.026 -0.076
H 0.7709 -1.3099 -2.9719 -0.022 0.102 0.064 0.237
H 0.2866 0.3988 -3.0892 0.146 -0.135 0.116 0.221
H 4.0560 -0.7711 -4.3518 -0.047 -0.015 0.016 0.200
H 2.9105 -1.9744 -3.7094 0.043 0.046 -0.004 0.206
H 3.1558 -0.8117 -0.3044 -0.141 -0.034 -0.129 0.219
H 2.3964 -1.9994 -1.3957 -0.039 0.089 0.072 0.234
H 2.5168 1.4914 -0.4141 -0.110 -0.075 -0.097 0.211
H 1.2923 2.0273 -1.5935 0.044 -0.176 0.076 0.217
H 3.3994 1.5323 -4.4701 -0.043 0.008 0.044 0.202
H 1.7836 2.0194 -3.9016 0.051 -0.030 -0.026 0.202
H 4.6543 0.8047 -1.1553 0.002 -0.006 -0.058 0.201
H 5.0429 0.8238 -2.8920 -0.009 0.017 0.035 0.202
```
Forces are in eV/Å.

---

(2)
This record from the Open Molecules 2025 dataset describes a molecular structure, C27H24ClHfNO2P. The level of theory is ωB97M-V/def2-TZVPD.

Computed properties:
E = -2097.9673 a.u.
Net charge = +1
E_HOMO = -10.891 eV

Geometry as XYZ:
```
57
Properties=species:S:1:pos:R:3:forces:R:3:nbo_charge:R:1
C -1.0737 -1.8533 3.5846 0.432 -1.182 -0.208 -0.402
C -0.9767 -2.1539 2.1654 0.579 -1.539 0.985 -0.443
C 0.4282 -2.2456 1.8360 -0.668 -1.006 1.021 -0.331
H -1.8107 -2.4252 1.5131 0.313 0.336 0.239 0.287
C 1.1773 -1.9792 3.0281 -0.468 -0.906 -0.105 -0.268
C 0.2739 -1.7167 4.0910 -0.678 -1.259 -0.285 -0.308
H 0.5788 -1.6297 5.1407 -0.281 0.383 -0.621 0.279
H -1.9819 -1.9359 4.1967 0.454 0.525 -0.478 0.287
H 0.8375 -2.5633 0.8770 -0.122 0.473 0.236 0.287
H 2.2613 -2.0750 3.1616 -0.580 0.486 -0.313 0.285
Hf -0.1956 -0.0393 2.4220 0.802 3.031 -0.534 2.117
Cl 1.8766 0.3778 1.4460 0.550 0.879 0.084 -0.389
P 0.0984 -0.1032 -1.2780 -0.621 0.063 -0.645 0.830
C 1.2042 -1.1790 -2.2797 0.346 -0.549 0.156 -0.261
C 0.7792 -1.8861 -3.4194 0.275 0.149 0.126 -0.239
H -0.2651 -1.8603 -3.7267 0.231 0.043 0.065 0.230
C 1.6995 -2.6170 -4.1792 0.088 0.109 0.263 -0.194
H 1.3588 -3.1406 -5.0751 0.132 0.138 0.308 0.226
C 3.0435 -2.6699 -3.7954 -0.136 0.242 0.237 -0.194
H 3.7587 -3.2406 -4.3870 -0.180 0.162 0.140 0.227
C 3.4708 -1.9924 -2.6426 -0.238 -0.123 -0.204 -0.209
H 4.5196 -2.0268 -2.3429 -0.328 -0.032 -0.071 0.227
C 2.5517 -1.2703 -1.8808 -0.181 -0.013 -0.162 -0.230
H 2.8721 -0.7617 -0.9682 0.002 -0.091 -0.325 0.220
C -1.5312 -0.5308 -1.9909 -0.436 -0.048 -0.002 -0.371
C -2.1606 -1.6804 -1.4733 -0.145 0.401 -0.354 -0.218
H -1.6601 -2.2637 -0.6965 -0.128 0.106 -0.237 0.195
C -3.4034 -2.0794 -1.9611 0.006 0.117 -0.170 -0.207
H -3.8872 -2.9671 -1.5505 0.110 0.244 -0.162 0.222
C -4.0237 -1.3454 -2.9843 0.276 0.050 0.137 -0.196
H -4.9904 -1.6665 -3.3732 0.274 0.091 0.105 0.228
C -3.4019 -0.2043 -3.5009 0.012 -0.146 0.204 -0.213
H -3.8716 0.3639 -4.3065 0.096 -0.182 0.293 0.228
C -2.1693 0.2182 -2.9908 -0.071 -0.380 0.082 -0.150
H -1.7027 1.1204 -3.3866 -0.084 -0.259 0.097 0.223
C 0.4256 1.5341 -2.0434 0.246 0.455 0.236 -0.365
C 1.1491 1.7110 -3.2361 -0.262 0.219 0.166 -0.203
H 1.5928 0.8572 -3.7470 -0.162 0.173 0.132 0.231
C 1.2935 2.9903 -3.7874 -0.125 -0.028 0.275 -0.199
H 1.8290 3.1096 -4.7321 -0.148 -0.007 0.342 0.228
C 0.7517 4.1025 -3.1349 -0.117 -0.321 0.187 -0.189
H 0.8653 5.0977 -3.5646 -0.027 -0.264 0.124 0.228
C 0.0625 3.9368 -1.9230 0.095 -0.069 -0.217 -0.227
H -0.3585 4.8041 -1.4117 0.155 -0.249 -0.144 0.223
C -0.0905 2.6627 -1.3773 0.234 -0.127 -0.409 -0.139
H -0.6178 2.5301 -0.4282 0.084 0.089 -0.252 0.186
O 2.3311 0.8271 5.2547 -1.126 0.636 0.151 -0.515
C 1.2255 1.3188 5.2191 0.659 -0.594 -0.023 0.699
C 0.5113 2.2202 6.2091 0.474 0.168 0.308 -0.517
C -0.9536 2.2825 5.7520 -0.428 0.229 0.197 -0.512
C -0.9340 1.5532 4.4223 1.086 -0.483 -0.687 0.706
O -1.8108 1.2841 3.5191 1.189 0.050 0.779 -0.690
N 0.3164 1.0744 4.1827 -1.185 0.189 -0.256 -0.784
H 0.6456 1.8202 7.2194 -0.076 0.099 -0.190 0.261
H 1.0058 3.1998 6.1852 -0.154 -0.177 0.023 0.263
H -1.6102 1.7909 6.4844 0.007 -0.006 -0.428 0.267
H -1.3138 3.3149 5.6650 -0.050 -0.295 -0.214 0.271
```
Forces are in eV/Å.

---

(3)
This record from the Open Molecules 2025 dataset describes 2 unconnected molecules or ions with the total composition C27H24ClN3O5. The level of theory is ωB97M-V/def2-TZVPD.

Computed properties:
E = -2043.9299 a.u.
Net charge = 0
E_HOMO = -7.526 eV

Geometry as XYZ:
```
60
Properties=species:S:1:pos:R:3:forces:R:3:nbo_charge:R:1
C -5.6380 1.8148 1.9857 -0.121 0.220 -0.136 -0.252
O -5.3019 0.6512 2.7026 1.376 -0.740 0.126 -0.491
C -3.9823 0.2347 2.5500 -0.128 -0.068 0.165 0.333
C -3.5266 -0.8076 3.3685 -0.980 0.492 0.001 -0.262
C -2.2291 -1.2427 3.3176 0.670 0.002 -0.495 -0.185
C -1.3060 -0.6602 2.4408 -0.506 0.274 -0.168 -0.059
C 0.0995 -1.0567 2.4430 0.250 0.719 0.079 0.024
C 1.1709 -0.2217 2.4700 -0.285 0.066 -0.102 -0.303
C 2.5072 -0.8049 2.3752 0.456 -0.741 -0.096 0.676
O 2.6533 -2.0078 2.2592 0.533 0.153 -0.064 -0.597
N 3.6118 0.0507 2.4116 -1.307 0.374 0.078 -0.468
C 4.9195 -0.5283 2.2822 0.642 -0.355 0.014 -0.414
C 3.5171 1.4332 2.5845 0.283 0.405 0.049 0.813
O 4.5152 2.1248 2.6499 -0.613 -0.107 -0.039 -0.607
N 2.2388 1.9845 2.6917 0.086 -1.455 -0.188 -0.463
C 2.1269 3.3949 2.9559 0.155 0.724 0.111 -0.417
C 1.0650 1.2236 2.6853 -0.854 0.859 0.142 0.666
O 0.0005 1.7796 2.8833 0.470 0.039 0.112 -0.585
C -1.7778 0.3450 1.5868 0.683 -0.480 0.382 -0.133
C -3.0701 0.7898 1.6428 -1.078 0.148 0.063 -0.304
H -6.6496 2.1155 2.2609 0.108 -0.214 0.080 0.199
H -4.9474 2.6183 2.2436 -0.020 0.156 -0.119 0.179
H -5.6060 1.6128 0.9151 -0.016 0.168 -0.133 0.176
H -4.2231 -1.2403 4.0650 -0.143 -0.123 0.169 0.223
H -1.8963 -2.0204 3.9814 0.003 -0.245 0.201 0.213
H 0.3267 -2.1121 2.4249 0.106 -0.188 0.056 0.236
H 5.6672 0.2615 2.3170 -0.190 -0.067 -0.010 0.248
H 5.0876 -1.2289 3.0969 0.057 -0.102 -0.027 0.212
H 4.9858 -1.0531 1.3319 0.064 -0.122 0.093 0.208
H 1.0762 3.6783 3.0076 0.195 -0.243 -0.074 0.249
H 2.6017 3.6138 3.9092 0.090 0.176 0.008 0.210
H 2.6216 3.9553 2.1651 0.060 0.039 0.077 0.217
H -1.0837 0.8135 0.9104 -0.011 0.027 -0.240 0.229
H -3.3784 1.5839 0.9868 0.018 0.116 -0.166 0.223
Cl 4.6669 0.4511 -0.9618 -0.191 -0.007 -0.005 0.045
C 3.7347 -0.8687 -1.5693 0.202 -1.002 -0.285 -0.037
C 4.2621 -2.1489 -1.6163 0.628 0.446 0.525 -0.225
C 3.5314 -3.1677 -2.1943 -0.269 0.313 -0.126 -0.211
C 2.3036 -2.8934 -2.7387 0.046 0.303 0.154 0.021
N 1.7544 -1.6306 -2.6652 -0.126 -0.095 -0.010 -0.213
C 0.4958 -1.3916 -3.2135 -0.071 -0.435 -0.351 -0.271
C -0.2193 -0.2027 -3.0418 0.639 0.175 0.458 0.427
C -1.5301 -0.0180 -3.7166 -0.424 -0.335 -0.329 -0.047
C -2.0540 1.2635 -3.8204 0.306 0.117 0.226 -0.187
C -3.2527 1.4895 -4.4584 -0.134 0.079 -0.083 -0.218
C -3.9490 0.4321 -5.0085 -0.235 0.029 -0.177 -0.203
C -3.4528 -0.8508 -4.8985 -0.164 -0.199 -0.115 -0.222
C -2.2583 -1.0751 -4.2521 0.272 0.087 0.141 -0.198
O 0.2122 0.7276 -2.3445 -0.090 0.858 0.400 -0.678
C 2.4766 -0.6386 -2.0596 -0.037 0.276 0.116 -0.029
H 5.2274 -2.3306 -1.1779 0.218 -0.114 0.000 0.233
H 3.9322 -4.1695 -2.2169 -0.106 -0.052 -0.111 0.238
H 1.7270 -3.6632 -3.2211 -0.287 0.139 -0.064 0.221
H 0.0975 -2.1607 -3.8463 0.274 -0.340 0.063 0.196
H -1.5054 2.0825 -3.3883 0.173 0.100 0.093 0.233
H -3.6453 2.4905 -4.5365 -0.031 0.160 -0.004 0.212
H -4.8746 0.6059 -5.5315 -0.197 0.037 -0.058 0.210
H -3.9960 -1.6823 -5.3191 -0.106 -0.100 -0.046 0.211
H -1.8929 -2.0797 -4.1481 0.038 -0.291 -0.016 0.201
H 2.0326 0.3348 -1.9573 -0.384 -0.058 -0.346 0.295
```
Forces are in eV/Å.